one:
{
  "formula": "CH7N2O3",
  "method": "wB97M-V/def2-TZVPD",
  "spin_multiplicity": 1,
  "total_charge": 1,
  "gap_ev": 12.3,
  "homo_energy_ev": -15.31,
  "symbols": ["C", "N", "N", "O", "O", "O", "H", "H", "H", "H", "H", "H", "H"],
  "coordinates": [[-0.46280, -0.37989, 0.99094], [0.25435, -0.05085, -0.02203], [0.22411, 1.10309, -2.27503], [-1.79774, -0.13905, 0.93086], [1.09525, -1.29153, 2.38468], [-0.23557, -1.07781, 2.04048], [0.02900, 0.71884, -1.04299], [1.23759, -0.16528, 0.12954], [0.22492, 0.17693, -2.84909], [1.04630, 1.58207, -2.45291], [-0.46261, 1.78524, -2.74848], [-2.25090, -0.40404, 1.77568], [1.09810, -1.85773, 3.13835]],
  "nbo_charge": [0.883, -0.799, -0.984, -0.630, -0.394, -0.220, 0.452, 0.408, 0.426, 0.404, 0.427, 0.523, 0.503]
}

***

two:
{
  "formula": "CH7N2O3",
  "method": "wB97M-V/def2-TZVPD",
  "spin_multiplicity": 1,
  "total_charge": 1,
  "gap_ev": 11.0,
  "homo_energy_ev": -14.37,
  "symbols": ["C", "N", "N", "O", "O", "O", "H", "H", "H", "H", "H", "H", "H"],
  "coordinates": [[0.83989, -0.46965, -0.11349], [0.93089, -0.48325, 1.18125], [-1.96955, 0.04615, -0.08890], [0.42576, -1.54379, -0.71008], [1.54313, 1.61824, -0.16391], [1.10012, 0.57133, -0.92071], [0.55253, -1.33467, 1.48021], [1.54155, 0.22147, 1.56456], [-2.04430, 1.07168, 0.10602], [-1.99057, -0.47258, 0.74704], [-2.80395, -0.05417, -0.57905], [0.32583, -1.49918, -1.68331], [1.54867, 2.32841, -0.81962]],
  "nbo_charge": [0.944, -0.740, -1.103, -0.600, -0.404, -0.189, 0.450, 0.468, 0.372, 0.361, 0.378, 0.551, 0.512]
}

***

Quick one: least stable of them? two